[1]
The following is a quantum chemistry calculation of 5 unconnected molecules or ions with the total composition C14H38O6, from the Open Molecules 2025 dataset.

Atoms and positions in Å:
H1 -30.079 -14.641 -9.903
O1 -34.034 -18.434 -7.939
H2 -32.085 -17.225 -9.524
H3 -34.325 -16.323 -8.237
H4 -32.285 -13.661 -9.550
H5 -26.711 -21.059 -3.135
H6 -33.536 -18.434 -10.164
H7 -33.255 -16.471 -10.590
H8 -31.053 -15.985 -8.012
H9 -31.957 -14.057 -12.249
H10 -31.390 -15.545 -6.176
C1 -31.854 -21.515 -4.605
H11 -34.090 -20.981 -3.874
H12 -32.014 -22.259 -6.668
C2 -31.627 -13.941 -11.257
H13 -32.991 -19.587 -4.062
C3 -31.770 -22.626 -5.637
O2 -30.939 -20.502 -4.894
C4 -33.204 -17.376 -9.867
H14 -28.644 -17.382 -7.331
O3 -28.838 -20.858 -3.101
H15 -31.559 -18.936 -5.807
H16 -32.435 -23.496 -5.217
H17 -26.605 -19.051 -4.497
H18 -28.761 -21.696 -2.716
C5 -27.486 -21.574 -5.001
H19 -36.236 -17.279 -8.293
H20 -35.778 -18.304 -9.684
H21 -29.366 -15.406 -12.263
H22 -30.708 -15.899 -10.716
H23 -31.318 -12.815 -11.318
H24 -30.114 -20.548 -4.366
H25 -27.293 -18.724 -3.063
H26 -27.624 -22.649 -4.713
H27 -29.944 -18.439 -8.212
C6 -29.453 -18.078 -7.300
H28 -26.533 -21.567 -5.530
H29 -31.457 -21.768 -3.734
C7 -35.745 -17.314 -9.263
C8 -33.118 -20.633 -4.469
H30 -30.211 -17.418 -5.297
C9 -27.549 -20.725 -3.747
H31 -28.260 -21.549 -5.657
C10 -30.380 -14.840 -10.935
C11 -27.395 -19.160 -3.956
H32 -35.876 -16.434 -9.939
O4 -32.688 -14.061 -10.318
O5 -31.613 -18.266 -6.453
O6 -29.383 -14.678 -11.696
H33 -33.461 -20.413 -5.603
H34 -33.159 -18.245 -7.305
H35 -30.862 -22.874 -5.847
C12 -30.467 -17.457 -6.379
H36 -28.354 -18.991 -4.670
H37 -28.953 -18.965 -6.945
H38 -29.894 -15.412 -6.945
C13 -34.237 -17.308 -8.735
C14 -30.857 -16.092 -6.865

Its SMILES is CC(C)O.CC(C)O.CC(C)O.CC(C)O.OCCO. The charge is 0. The value obtained for the HOMO energy is -0.3331 Ha.

[2]
The following is a quantum chemistry calculation of 4 unconnected molecules or ions with the total composition C14H39N3O5, from the Open Molecules 2025 dataset.

Atoms and positions in Å:
H1 -23.658 -13.749 24.132
H2 -18.591 -16.704 14.930
H3 -23.728 -14.347 19.185
C1 -27.933 -16.154 15.145
O1 -23.566 -15.743 23.552
H4 -26.890 -16.244 15.446
H5 -25.556 -16.326 23.841
H6 -21.514 -12.155 21.595
C2 -23.643 -14.384 23.234
H7 -28.342 -15.233 19.676
C3 -22.438 -13.985 22.405
N1 -27.831 -13.717 15.026
H8 -17.949 -13.593 14.317
H9 -29.541 -13.752 17.153
H10 -24.537 -14.418 15.195
H11 -28.439 -12.890 15.084
C4 -29.025 -14.707 16.958
H12 -19.319 -16.540 11.177
H13 -19.638 -17.138 13.623
C5 -19.263 -15.022 13.637
H14 -28.736 -13.580 19.136
H15 -20.226 -13.826 12.120
C6 -19.464 -16.363 14.383
C7 -20.285 -16.072 10.961
H16 -24.582 -14.179 22.696
H17 -22.921 -16.506 15.772
N2 -18.825 -14.003 14.610
O2 -21.031 -15.731 12.101
C8 -24.591 -16.219 24.361
H18 -23.168 -15.372 21.204
H19 -21.668 -14.909 20.683
C9 -20.490 -14.647 12.803
H20 -20.107 -15.221 10.295
H21 -21.252 -14.188 13.441
H22 -27.985 -16.313 14.068
H23 -24.815 -13.307 17.284
H24 -25.176 -14.963 17.477
H25 -19.531 -13.275 14.667
C10 -22.287 -12.472 22.294
C11 -24.327 -14.287 17.273
N3 -22.552 -14.579 21.041
H26 -22.887 -14.305 15.666
C12 -23.825 -14.802 15.935
H27 -29.515 -14.885 14.789
H28 -28.463 -16.992 15.614
C13 -28.666 -14.851 15.476
H29 -27.216 -13.484 15.815
H30 -24.332 -17.176 24.797
H31 -29.789 -15.438 17.268
H32 -23.249 -12.089 21.952
H33 -27.041 -14.048 19.439
O3 -23.373 -14.472 18.298
H34 -21.548 -14.409 22.886
O4 -23.833 -16.203 15.781
H35 -20.874 -16.811 10.418
O5 -27.849 -14.763 17.712
H36 -20.384 -16.354 14.970
H37 -21.926 -12.059 23.241
H38 -18.435 -15.218 12.948
H39 -24.881 -15.510 25.150
C14 -28.003 -14.392 19.061

Its SMILES is COC[C@H](C)N.COC[C@H](C)N.COC[C@H](C)N.OCCO. The charge is 0. The value obtained for the HOMO energy is -0.3379 Ha.

[3]
The following is a quantum chemistry calculation of 4 unconnected molecules or ions with the total composition C14H39N3O5, from the Open Molecules 2025 dataset.

Atoms and positions in Å:
H1 -1.947 -0.758 5.620
H2 -2.772 -3.780 -0.007
H3 5.284 0.640 -0.842
C1 -2.657 0.067 -1.458
H4 -1.530 -0.459 1.713
C2 -2.931 -1.366 -1.014
H5 -0.686 -1.575 2.888
H6 -1.950 0.423 -0.709
C3 4.266 0.630 -1.231
H7 -3.722 0.302 4.214
H8 -1.142 -0.267 -2.793
H9 6.222 -2.655 -3.197
H10 -2.447 -1.458 2.640
H11 2.154 0.173 -3.005
H12 2.917 0.995 -4.195
H13 0.161 -0.300 -0.240
C4 -1.518 -0.892 2.714
H14 1.820 -0.155 0.509
C5 -1.527 0.223 3.777
H15 -3.948 3.416 5.659
N1 2.822 0.907 -3.194
O1 1.156 2.694 0.484
H16 -1.955 1.161 -3.124
H17 4.448 -1.039 -3.389
H18 -3.409 1.242 2.919
H19 -0.758 0.461 5.634
H20 7.349 -1.577 -4.328
C6 -4.138 2.540 5.039
H21 0.416 0.301 1.356
H22 -1.439 -3.667 -1.194
H23 -3.870 -1.517 -0.480
C7 -1.825 -3.296 -0.245
H24 4.721 1.868 -2.828
O2 -1.861 -1.885 -0.250
H25 -3.115 -2.056 -1.837
C8 -2.930 0.960 3.857
H26 3.723 1.429 -0.726
O3 -2.851 2.042 4.738
H27 -0.695 0.916 3.656
O4 6.393 -0.643 -2.867
N2 -2.041 0.188 -2.868
H28 -0.467 -1.026 5.160
H29 3.754 -0.276 -0.904
H30 -4.690 0.700 -0.880
H31 -2.658 -0.321 -3.485
O5 0.302 1.891 -1.317
H32 -4.726 1.770 5.539
C9 0.845 0.307 0.354
C10 -3.917 0.955 -1.605
H33 7.808 -2.198 -2.793
H34 -4.458 0.837 -2.544
H35 -3.607 1.994 -1.500
H36 5.224 -0.045 -4.544
C11 4.296 0.874 -2.686
H37 -4.725 2.870 4.182
N3 -1.180 -0.311 5.139
C12 6.940 -1.851 -3.355
C13 0.772 1.729 -0.186
H38 -1.238 -3.735 0.562
H39 2.384 1.808 -3.062
C14 5.150 -0.209 -3.469

The charge is +1. Its spin multiplicity is 2. The value obtained for the HOMO energy (alpha / beta) is -0.1843 / -0.3419 Ha.

[4]
The following is a quantum chemistry calculation of 5 unconnected molecules or ions with the total composition C14H39NO5S3, from the Open Molecules 2025 dataset.

Atoms and positions in Å:
S1 -5.029 2.480 1.238
C1 3.794 0.528 0.394
C2 1.543 -0.512 0.832
O1 4.302 -2.870 3.110
H1 -4.763 0.735 2.861
S2 -2.910 3.102 -2.063
H2 0.363 -2.407 -0.351
H3 3.535 -1.275 -3.091
H4 3.081 -2.570 4.768
H5 2.650 2.386 0.118
H6 2.969 1.698 -1.291
H7 2.095 -1.999 -1.486
H8 4.886 0.227 0.161
H9 0.687 -1.109 0.758
H10 -1.101 3.137 -3.699
C3 -4.179 1.578 2.431
C4 3.527 -1.936 0.869
H11 -4.365 3.228 -3.803
H12 -4.283 0.919 -0.443
H13 -3.734 1.925 -3.940
H14 4.454 -0.303 -2.057
H15 -1.073 -3.663 0.152
H16 2.757 -2.739 0.905
C5 -0.554 -2.835 0.195
H17 1.062 0.369 0.348
H18 4.951 -1.332 2.257
H19 -3.679 2.154 3.213
H20 2.404 -3.559 3.474
N1 2.901 -0.749 0.144
H21 -1.814 -0.707 -1.850
H22 4.545 -2.079 -1.766
O2 -3.046 -2.708 1.111
H23 -1.867 2.174 0.034
C6 -5.224 1.060 0.139
H24 -1.962 -2.549 -1.761
H25 2.017 -0.312 -1.690
H26 -1.981 4.728 -3.627
C7 -4.063 2.579 -3.220
C8 -2.319 -1.660 -1.443
H27 -5.677 0.352 0.819
H28 -1.033 4.054 -2.253
H29 -5.800 1.493 -0.731
O3 -3.676 4.204 -1.313
O4 -1.275 1.296 0.063
C9 3.908 -1.180 -2.090
H30 -4.861 2.015 -2.806
H31 4.128 0.866 1.492
H32 -0.036 -3.218 1.118
H33 3.593 -4.284 4.402
H34 3.239 -1.053 2.950
H35 -3.231 1.202 1.894
S3 -2.002 -1.781 0.427
O5 -6.351 2.818 1.862
C10 3.918 -1.741 2.297
H36 -3.475 -1.580 -1.325
C11 3.385 1.845 -0.324
H37 1.853 -0.169 1.776
H38 4.343 -2.426 0.468
H39 4.148 2.736 -0.514
C12 3.248 -3.326 4.042
C13 2.611 -1.090 -1.199
C14 -1.542 3.857 -3.016

The charge is 0. The value obtained for the HOMO energy is -0.2309 Ha.

[5]
The following is a quantum chemistry calculation of 9 unconnected molecules or ions with the total composition C14H40BCl4F4NO9, from the Open Molecules 2025 dataset.

Atoms and positions in Å:
C1 -4.311 3.178 -0.844
H1 1.000 -0.434 -2.457
H2 -2.758 2.287 -0.279
C2 3.801 -0.270 -0.600
C3 2.467 4.029 0.106
Cl1 5.562 -0.243 -0.062
H3 4.528 3.226 0.213
C4 2.097 -5.645 1.412
F1 -0.037 2.153 0.678
H4 -5.293 4.228 -2.593
H5 2.105 3.198 0.710
H6 -0.908 3.212 -2.850
Cl2 3.772 -0.270 -2.344
O1 -1.435 -0.570 2.761
C5 0.917 -4.912 2.074
H7 3.414 -1.175 -0.133
H8 0.527 -3.842 -3.441
H9 2.685 -3.746 -3.645
H10 -2.315 1.007 1.879
H11 0.952 -4.251 -1.789
Cl3 -4.343 -1.332 -1.194
F2 0.725 0.977 -1.090
C6 1.129 -3.530 -2.588
C7 0.658 -2.163 -1.989
H12 -4.467 2.148 -1.167
H13 1.274 -2.850 3.055
C8 1.449 -3.413 2.138
H14 1.204 -2.020 -1.057
H15 1.867 4.916 0.310
H16 3.295 -4.286 0.264
H17 -4.784 0.058 4.960
H18 -3.632 4.175 -3.929
H19 -1.818 1.278 3.504
H20 0.004 4.080 -1.735
H21 3.242 0.537 -0.127
H22 -1.312 3.137 -1.265
O2 4.454 5.255 -0.139
H23 -0.672 -0.311 2.238
H24 -4.068 -2.932 0.553
O3 -3.445 3.655 -3.143
O4 2.572 -3.608 -2.702
H25 2.441 -6.456 2.054
C9 -3.461 -2.465 -0.222
C10 3.227 -4.608 1.303
O5 2.367 3.766 -1.289
F3 0.468 -0.055 0.999
Cl4 -3.034 -3.934 -1.147
H26 -0.026 2.388 -1.798
H27 2.475 4.633 -1.687
H28 -0.103 -5.039 1.713
H29 -0.426 -2.087 -1.908
F4 -1.293 0.505 -0.315
H30 -2.565 -2.039 0.229
O6 2.844 -3.549 2.184
H31 -3.926 -0.901 2.981
O7 -3.848 0.225 4.827
H32 -4.500 0.616 2.921
H33 -5.164 3.430 -0.214
H34 4.200 -5.055 1.503
H35 -4.043 5.143 -1.843
H36 4.221 4.259 1.518
N1 -0.542 3.249 -1.909
H37 0.818 -5.341 3.071
H38 1.763 -5.999 0.436
O8 -3.030 3.207 -0.243
O9 0.922 -1.251 -2.957
C11 -2.322 0.550 2.868
C12 3.949 4.113 0.472
C13 -3.690 0.074 3.408
C14 -4.319 4.124 -2.115
B1 -0.025 0.936 0.085
H39 1.132 -2.742 1.339
H40 5.389 5.371 0.042

The charge is +1. Its spin multiplicity is 2. The value obtained for the HOMO energy (alpha / beta) is -0.4222 / -0.4222 Ha.

[6]
The following is a quantum chemistry calculation of 5 unconnected molecules or ions with the total composition C14H40BNO6PS, from the Open Molecules 2025 dataset.

Atoms and positions in Å:
O1 2.124 2.229 -4.369
O2 5.201 -2.261 5.407
H1 7.517 -2.099 6.707
H2 6.521 -2.139 3.066
H3 -6.662 -0.740 0.801
H4 -3.791 2.823 -0.878
H5 -0.007 -0.462 1.891
H6 -7.486 -2.470 -0.700
S1 4.353 3.273 -2.075
H7 -6.330 -1.868 -1.880
H8 3.446 0.520 -4.686
C1 2.999 -2.135 2.281
C2 -7.335 -1.721 -1.482
H9 0.228 -2.198 2.164
H10 1.402 0.258 -4.898
C3 6.498 -3.115 3.558
H11 -3.438 -0.198 -3.110
H12 -4.444 3.378 -2.431
H13 -2.634 2.097 -3.616
H14 -4.811 0.925 -3.160
P1 2.769 2.551 -1.169
H15 0.145 1.797 -3.873
H16 -8.959 0.921 0.062
C4 -7.482 -0.317 -0.914
H17 2.151 3.611 -0.438
H18 -4.162 0.359 -1.608
H19 7.397 -3.666 3.275
H20 1.575 4.297 -3.660
H21 5.243 -1.391 5.001
C5 7.604 -2.210 5.625
H22 -2.825 3.877 -1.902
C6 -3.537 3.051 -1.917
H23 -8.056 -1.903 -2.281
H24 1.968 -1.255 0.615
H25 2.644 0.360 2.830
C7 0.662 -1.209 2.321
C8 6.401 -2.955 5.067
N1 0.695 3.823 -3.511
H26 6.332 -3.938 5.535
C9 -8.874 -0.088 -0.345
H27 7.663 -1.204 5.201
O3 2.178 0.571 -2.785
O4 -1.729 1.460 -1.925
C10 2.044 -1.108 1.693
H28 -9.642 -0.221 -1.109
H29 -9.075 -0.784 0.474
C11 -2.923 1.837 -2.597
H30 -1.956 1.224 -1.021
C12 1.007 2.406 -3.569
H31 0.177 4.014 -4.356
H32 5.628 -3.647 3.171
H33 0.728 1.385 -1.535
H34 -7.282 0.414 -1.698
H35 3.127 1.575 -0.194
C13 -3.895 0.666 -2.624
H36 8.534 -2.735 5.401
H37 3.128 -1.974 3.357
H38 0.712 -1.018 3.397
C14 1.510 1.673 -2.248
O5 -6.503 -0.103 0.101
H39 3.984 -2.044 1.823
O6 2.568 0.205 1.886
B1 2.338 0.745 -4.269
H40 2.634 -3.152 2.125

The charge is -1. The value obtained for the HOMO energy is -0.1475 Ha.

[7]
The following is a quantum chemistry calculation of a molecular structure, C14H40Cd2N2O8, from the Open Molecules 2025 dataset.

Atoms and positions in Å:
O1 -5.225 7.800 1.425
H1 -1.590 -4.585 1.347
H2 -1.873 5.641 2.433
H3 -0.482 7.933 2.859
Cd1 -7.703 -6.920 0.226
C1 -4.738 8.482 2.589
H4 10.369 -3.565 -0.727
C2 -5.054 8.467 0.114
N1 -2.312 8.457 1.955
H5 11.959 -3.514 -2.526
H6 9.247 -4.220 -1.974
H7 -5.635 8.040 -0.703
C3 -2.593 -4.249 1.611
H8 -2.401 4.799 -1.123
H9 -8.287 -2.381 -1.687
H10 -4.007 8.465 -0.190
H11 6.681 -3.132 -1.514
O2 -7.612 -11.525 1.382
O3 4.719 -2.545 -2.687
H12 -2.786 -3.565 0.785
C4 -2.003 4.809 -0.109
H13 7.468 -0.541 -2.649
H14 -2.822 4.337 0.434
C5 11.228 -2.963 -3.119
H15 3.165 -3.757 -3.159
C6 -3.352 8.009 2.936
H16 -9.396 -12.431 1.159
H17 8.118 -2.990 -0.019
H18 -7.715 -1.542 4.636
C7 -8.338 -12.694 1.133
O4 -1.915 6.126 0.347
C8 5.596 -1.539 -3.166
H19 -5.462 8.185 3.347
O5 10.251 -2.366 -2.417
H20 -3.443 6.923 2.909
H21 -6.876 -2.520 -1.154
C9 8.508 -2.506 -0.914
H22 10.882 -3.494 -4.006
H23 -2.546 -3.612 2.494
H24 -8.137 -13.249 0.218
H25 -0.352 5.634 1.749
H26 11.851 -2.132 -3.449
H27 8.796 -1.510 -0.576
C10 6.769 -1.258 -2.218
O6 -6.958 -1.003 4.406
N2 7.412 -2.535 -1.873
O7 -7.655 -3.030 -1.377
H28 -1.163 4.129 0.034
H29 -8.142 -13.429 1.914
C11 -1.300 6.165 1.667
H30 -6.270 -1.634 4.194
H31 5.954 -2.182 -3.970
H32 -4.853 9.543 2.368
O8 -3.503 -5.303 1.840
C12 3.689 -2.936 -3.648
H33 2.978 -2.131 -3.832
H34 5.031 -0.719 -3.610
C13 -1.070 7.731 1.964
H35 6.463 -0.830 -1.263
H36 -3.118 8.327 3.952
Cd2 -3.514 -10.193 2.962
H37 -2.708 8.100 1.098
H38 -5.248 9.537 0.186
H39 3.916 -3.311 -4.647
H40 -0.543 8.225 1.148
C14 9.654 -3.321 -1.513

The charge is +2. The value obtained for the HOMO energy is -0.4349 Ha.

| no. | M (Da) | electronic energy (eV) |
| --- | --- | --- |
| 1 | 302.452 | -27412.531 |
| 2 | 329.482 | -29855.356 |
| 3 | 329.482 | -29844.759 |
| 4 | 397.669 | -59369.124 |
| 5 | 595.088 | -96713.969 |
| 6 | 392.328 | -49743.973 |
| 7 | 589.304 | -43621.227 |